[1]
C6H12NO | ωB97M-V/def2-TZVPD

As for the SMILES: C=[NH+]C(=C)CCCO. The calculation puts the relative energy (zero: lowest compared OMol25 entry of this formula, charge and spin) at 23.88 kcal/mol. Its charge is +1. Its LUMO energy is -4.95 eV. The frontier orbital gap is 0.333 hartree. The HOMO energy comes out at -14.0 eV.

Positions of all 20 atoms, in Å:
1 C -2.112 -0.039 0.293
2 O -1.524 -1.350 0.262
3 C -1.171 0.854 1.077
4 C -0.119 1.519 0.203
5 C 0.977 0.619 -0.360
6 C 2.031 1.214 -0.924
7 C 1.672 -1.687 -0.543
8 N 0.883 -0.785 -0.135
9 H -2.219 0.343 -0.726
10 H -3.100 -0.070 0.752
11 H -2.154 -2.048 0.240
12 H -1.811 1.638 1.502
13 H -0.754 0.411 1.985
14 H -0.644 1.986 -0.626
15 H 0.315 2.340 0.774
16 H 2.846 0.604 -1.296
17 H 2.117 2.277 -1.077
18 H 2.623 -1.571 -1.042
19 H 1.451 -2.715 -0.275
20 H -0.075 -1.026 0.222

[2]
C54H46AsBCl2F4N3O7ReSi | ωB97M-V/def2-TZVPD

The calculation puts the relative energy (zero: lowest compared OMol25 entry of this formula, charge and spin) at 0.00 kcal/mol. Its charge is -1. As for the spin multiplicity: 2. Its LUMO energy (spin up / spin down) is 1.89 / 0.99 eV. The frontier orbital gap (spin up / spin down) is 0.274 / 0.249 hartree. The HOMO energy (spin up / spin down) comes out at -5.6 / -5.8 eV.

Positions of all 120 atoms, in Å:
1 Re 0.777 -0.154 1.084
2 C 4.173 1.297 3.882
3 Si 2.466 0.511 3.963
4 C 1.389 1.999 4.344
5 C 2.284 -0.678 5.411
6 N 2.292 -0.409 2.420
7 C 3.327 -1.301 2.136
8 C 4.328 -1.710 3.034
9 C 5.305 -2.619 2.665
10 C 5.324 -3.172 1.395
11 C 4.337 -2.811 0.490
12 C 3.378 -1.901 0.882
13 O 2.313 -1.530 0.050
14 C 2.605 -1.587 -1.327
15 C 2.086 -2.621 -2.081
16 C 2.420 -2.690 -3.427
17 C 3.262 -1.739 -3.989
18 C 3.784 -0.721 -3.202
19 C 3.463 -0.643 -1.855
20 H 4.306 1.932 4.764
21 H 4.214 1.939 2.999
22 H 5.021 0.616 3.824
23 H 1.253 1.976 5.430
24 H 0.398 1.998 3.906
25 H 1.899 2.929 4.095
26 H 1.341 -0.483 5.922
27 H 3.103 -0.538 6.123
28 H 2.268 -1.726 5.111
29 H 4.344 -1.322 4.038
30 H 6.059 -2.899 3.390
31 H 6.087 -3.883 1.107
32 H 4.314 -3.234 -0.504
33 H 1.464 -3.374 -1.619
34 H 2.026 -3.496 -4.030
35 H 3.513 -1.795 -5.041
36 H 4.441 0.024 -3.632
37 H 3.863 0.141 -1.224
38 O -2.903 -5.866 2.759
39 C -2.323 -5.719 1.672
40 O -2.209 -6.466 0.683
41 C -1.585 -4.365 1.525
42 C -1.218 -3.902 0.267
43 C -0.614 -2.674 0.123
44 N -0.342 -1.903 1.187
45 C -0.694 -2.336 2.412
46 C -1.314 -3.548 2.617
47 C -0.478 -1.310 3.475
48 O -0.763 -1.490 4.635
49 O -0.007 -0.180 2.997
50 H -1.426 -4.527 -0.591
51 H -0.358 -2.256 -0.839
52 H -1.620 -3.839 3.612
53 F 2.298 1.344 0.408
54 B 3.313 2.370 -0.069
55 F 3.269 2.316 -1.455
56 F 2.958 3.601 0.423
57 F 4.517 1.919 0.430
58 C -4.503 2.120 -2.315
59 C -3.457 3.014 -2.128
60 C -2.500 2.779 -1.156
61 C -2.576 1.646 -0.343
62 C -3.630 0.761 -0.532
63 C -4.586 0.992 -1.517
64 As -1.295 1.427 1.143
65 C -2.543 0.829 2.514
66 C -2.862 1.615 3.613
67 C -3.725 1.131 4.589
68 C -4.268 -0.138 4.481
69 C -3.941 -0.936 3.394
70 C -3.083 -0.454 2.419
71 C -1.050 3.296 1.555
72 C -2.160 4.131 1.695
73 C -1.979 5.479 1.953
74 C -0.692 6.001 2.053
75 C 0.406 5.174 1.896
76 C 0.225 3.818 1.654
77 H -5.247 2.302 -3.081
78 H -3.373 3.895 -2.752
79 H -1.691 3.482 -1.031
80 H -3.740 -0.112 0.091
81 H -5.394 0.283 -1.650
82 H -2.423 2.597 3.731
83 H -3.957 1.750 5.448
84 H -4.926 -0.517 5.252
85 H -4.328 -1.944 3.315
86 H -2.809 -1.106 1.598
87 H -3.162 3.732 1.595
88 H -2.841 6.125 2.067
89 H -0.553 7.058 2.241
90 H 1.411 5.572 1.941
91 H 1.079 3.178 1.510
92 Cl 0.035 -0.938 -6.283
93 C -0.842 -2.041 -5.254
94 C -0.703 -3.384 -5.572
95 C -1.345 -4.368 -4.847
96 C -2.170 -3.987 -3.800
97 C -2.319 -2.650 -3.502
98 Cl -3.436 -2.223 -2.236
99 C -1.649 -1.609 -4.184
100 N -1.857 -0.319 -3.759
101 C -1.414 0.905 -4.348
102 C -2.259 1.554 -5.235
103 C -1.887 2.760 -5.808
104 C -0.658 3.315 -5.486
105 C 0.183 2.665 -4.595
106 C -0.180 1.457 -4.011
107 C 0.765 0.763 -3.069
108 C 0.423 0.999 -1.614
109 O 0.249 2.111 -1.175
110 O 0.383 -0.101 -0.864
111 H -0.065 -3.640 -6.407
112 H -1.219 -5.412 -5.097
113 H -2.713 -4.718 -3.217
114 H -2.504 -0.222 -2.990
115 H -3.210 1.094 -5.475
116 H -2.549 3.258 -6.505
117 H -0.351 4.255 -5.927
118 H 1.139 3.101 -4.334
119 H 1.757 1.208 -3.172
120 H 0.846 -0.303 -3.283

[3]
C3H5F2NO | ωB97M-V/def2-TZVPD

The calculation puts the relative energy (zero: lowest compared OMol25 entry of this formula, charge and spin) at 148.27 kcal/mol. Its LUMO energy (spin up / spin down) is -0.91 / -1.68 eV. The frontier orbital gap (spin up / spin down) is 0.366 / 0.314 hartree. The HOMO energy (spin up / spin down) comes out at -10.9 / -10.2 eV.

Positions of all 12 atoms, in Å:
1 C 0.730 0.154 -0.261
2 C -0.403 1.278 -0.363
3 C -0.068 -1.066 -0.002
4 N -0.825 -1.114 1.151
5 O -1.108 1.276 0.795
6 F -0.858 -1.336 -1.100
7 F 0.098 -1.019 2.186
8 H 1.328 -0.082 -1.247
9 H 1.436 0.313 0.655
10 H 0.173 2.270 -0.556
11 H -1.082 1.196 -1.227
12 H 0.579 -1.869 -0.031

[4]
C32H38Li2O16S | ωB97M-V/def2-TZVPD

The calculation puts the relative energy (zero: lowest compared OMol25 entry of this formula, charge and spin) at 33.39 kcal/mol. Its LUMO energy is -1.16 eV. The frontier orbital gap is 0.216 hartree. The HOMO energy comes out at -7.1 eV.

Positions of all 89 atoms, in Å:
1 Li 4.741 -70.833 18.697
2 Li 7.178 -65.766 18.557
3 S 6.965 -68.641 19.777
4 O 6.680 -67.305 19.085
5 O 6.417 -68.511 21.125
6 O 6.226 -69.713 19.083
7 O 8.358 -68.811 19.685
8 C 2.969 -69.964 20.609
9 O 2.544 -70.497 19.279
10 H 3.705 -69.104 20.590
11 H 3.148 -70.693 21.456
12 H 1.944 -69.540 20.979
13 H 1.853 -70.154 18.949
14 C 5.366 -73.810 19.548
15 O 5.218 -72.425 19.798
16 H 6.277 -74.243 20.146
17 H 5.738 -73.950 18.443
18 H 4.576 -74.716 19.482
19 H 5.934 -72.041 19.988
20 C 8.583 -72.253 20.682
21 C 8.659 -73.418 21.466
22 C 9.021 -74.598 20.751
23 C 9.585 -74.571 19.448
24 C 9.582 -73.447 18.733
25 C 9.029 -72.229 19.367
26 O 9.158 -71.066 18.724
27 O 9.044 -75.738 21.534
28 H 8.442 -71.393 21.323
29 H 8.433 -73.259 22.502
30 H 10.087 -75.389 18.838
31 H 9.743 -73.310 17.617
32 H 9.269 -70.202 19.036
33 H 8.994 -76.643 21.082
34 C 3.823 -64.536 20.594
35 C 4.442 -65.612 21.219
36 C 5.508 -65.516 22.160
37 C 6.000 -64.288 22.465
38 C 5.350 -63.138 21.895
39 C 4.233 -63.304 21.050
40 O 3.722 -62.060 20.551
41 O 6.146 -66.608 22.719
42 H 3.053 -64.751 19.645
43 H 4.371 -66.654 20.975
44 H 6.925 -64.073 23.110
45 H 5.970 -62.340 22.273
46 H 4.070 -61.304 20.719
47 H 6.035 -67.450 22.106
48 C 12.077 -70.095 22.560
49 C 11.229 -69.648 21.500
50 C 11.318 -68.290 21.124
51 C 12.481 -67.564 21.567
52 C 13.343 -68.101 22.559
53 C 13.025 -69.268 23.130
54 O 13.905 -69.756 24.090
55 O 10.648 -67.685 20.109
56 H 12.161 -71.014 22.686
57 H 10.539 -70.289 21.133
58 H 13.003 -66.500 21.329
59 H 14.161 -67.409 22.798
60 H 14.645 -69.199 24.001
61 H 9.645 -68.020 20.030
62 C 9.080 -69.268 24.992
63 C 8.232 -69.335 23.859
64 C 6.892 -69.858 24.180
65 C 6.497 -70.309 25.460
66 C 7.418 -70.287 26.464
67 C 8.673 -69.710 26.277
68 O 9.589 -69.687 27.257
69 O 5.988 -70.130 23.094
70 H 10.041 -68.910 24.674
71 H 8.493 -69.290 22.707
72 H 5.539 -70.693 25.393
73 H 7.143 -70.563 27.433
74 H 10.403 -69.434 26.963
75 H 6.325 -69.806 22.137
76 C 2.922 -67.752 16.462
77 C 2.687 -68.125 15.098
78 C 3.784 -68.533 14.298
79 C 5.021 -68.665 15.037
80 C 5.198 -68.305 16.448
81 C 4.141 -67.921 17.115
82 O 4.214 -67.483 18.449
83 O 3.606 -68.976 13.099
84 H 2.180 -67.396 17.114
85 H 1.779 -68.089 14.541
86 H 5.985 -68.767 14.460
87 H 6.318 -68.194 16.937
88 H 5.148 -67.496 18.688
89 H 2.628 -68.857 13.072

[5]
C11H11N | ωB97M-V/def2-TZVPD

As for the SMILES: c1ccccc1.c1ccncc1. The calculation puts the relative energy (zero: lowest compared OMol25 entry of this formula, charge and spin) at 139.34 kcal/mol. Its LUMO energy is 0.58 eV. The frontier orbital gap is 0.340 hartree. The HOMO energy comes out at -8.7 eV.

Positions of all 23 atoms, in Å:
1 C 3.320 0.520 -0.323
2 C 2.290 1.357 0.191
3 C 1.220 0.629 0.628
4 C 1.255 -0.747 0.623
5 C 2.348 -1.370 0.013
6 C -0.653 0.264 -0.358
7 C -0.949 -1.057 -0.279
8 C -2.307 -1.419 -0.109
9 C -3.250 -0.422 0.086
10 C -2.940 0.965 -0.009
11 C -1.642 1.227 -0.268
12 H 4.192 1.197 -0.781
13 H 2.422 2.420 -0.132
14 H 0.308 1.269 0.857
15 H 0.353 -1.211 1.159
16 H 2.422 -2.470 -0.179
17 H 0.372 0.572 -0.585
18 H -0.146 -1.798 -0.279
19 H -2.606 -2.478 -0.227
20 H -4.302 -0.717 0.417
21 H -3.747 1.673 0.206
22 H -1.452 2.350 -0.385
23 N 3.493 -0.754 -0.263

[6]
C29H29N5O7S | ωB97M-V/def2-TZVPD

As for the SMILES: COc1ccc([N+](=O)[O-])cc1NC(=O)C[C@H]1S/C(=N\c2cccc(C)c2C)N(/N=C/c2cccc(OC)c2OC)C1=O. Its LUMO energy is -0.04 eV. The frontier orbital gap is 0.293 hartree. The HOMO energy comes out at -8.0 eV.

Positions of all 71 atoms, in Å:
1 C 3.100 -0.849 -1.397
2 H 3.729 -0.110 -1.890
3 O 1.827 -0.715 -1.990
4 C 0.797 -1.456 -1.513
5 C 0.873 -2.333 -0.439
6 C -0.249 -3.022 -0.023
7 C -1.451 -2.846 -0.692
8 C -1.550 -1.990 -1.784
9 C -0.433 -1.286 -2.192
10 N -0.457 -0.328 -3.205
11 C -1.532 0.051 -3.962
12 O -2.519 -0.621 -4.126
13 C -1.391 1.466 -4.514
14 H -0.410 1.630 -4.966
15 H -2.170 1.620 -5.262
16 C -1.582 2.464 -3.356
17 C -0.388 2.416 -2.419
18 O 0.712 2.796 -2.758
19 N -0.704 1.836 -1.222
20 C -2.022 1.379 -1.044
21 N -2.283 0.632 -0.079
22 C -3.449 0.000 0.295
23 C -4.673 0.165 -0.355
24 C -5.777 -0.548 0.062
25 C -5.675 -1.416 1.135
26 C -4.474 -1.579 1.812
27 C -3.347 -0.871 1.394
28 C -2.041 -1.031 2.107
29 H -1.250 -0.564 1.529
30 H -2.093 -0.556 3.087
31 H -1.812 -2.084 2.261
32 C -4.385 -2.533 2.963
33 H -3.942 -2.055 3.834
34 H -5.371 -2.906 3.228
35 H -3.759 -3.383 2.688
36 H -6.543 -1.976 1.453
37 H -6.719 -0.429 -0.451
38 H -4.757 0.847 -1.187
39 S -3.040 2.048 -2.356
40 N 0.137 1.511 -0.205
41 C 1.354 1.884 -0.156
42 C 2.161 1.494 0.985
43 C 1.575 0.854 2.079
44 C 2.340 0.510 3.168
45 C 3.699 0.790 3.176
46 C 4.315 1.411 2.098
47 C 3.540 1.782 0.980
48 O 4.011 2.356 -0.159
49 C 5.221 3.084 -0.176
50 H 5.270 3.801 0.646
51 H 5.211 3.621 -1.125
52 H 6.091 2.426 -0.136
53 O 5.662 1.667 2.052
54 C 6.445 1.381 3.185
55 H 6.098 1.930 4.065
56 H 7.451 1.711 2.929
57 H 6.464 0.309 3.404
58 H 4.283 0.506 4.037
59 H 1.894 0.022 4.020
60 H 0.517 0.658 2.041
61 H 1.852 2.481 -0.913
62 H -1.695 3.475 -3.753
63 H 0.402 0.204 -3.273
64 H -2.496 -1.873 -2.289
65 N -2.618 -3.544 -0.241
66 O -3.619 -3.493 -0.921
67 O -2.532 -4.156 0.809
68 H -0.200 -3.701 0.814
69 H 1.804 -2.476 0.085
70 H 3.068 -0.635 -0.326
71 H 3.506 -1.851 -1.565

[7]
C22H46N3OP2SeTi | ωB97M-V/def2-TZVPD

Its charge is +2. As for the spin multiplicity: 2. Its LUMO energy (spin up / spin down) is -7.41 / -7.22 eV. The frontier orbital gap (spin up / spin down) is 0.246 / 0.256 hartree. The HOMO energy (spin up / spin down) comes out at -14.1 / -14.2 eV.

Positions of all 76 atoms, in Å:
1 Ti -0.591 -0.019 0.134
2 P -0.686 -0.308 -2.259
3 P -1.462 0.017 2.410
4 N -1.861 1.484 -0.173
5 C -1.691 1.194 -2.633
6 H -1.320 1.694 -3.537
7 H -2.715 0.844 -2.834
8 C -1.724 2.186 -1.460
9 H -0.826 2.843 -1.454
10 H -2.588 2.869 -1.574
11 C -2.168 2.349 0.986
12 H -3.021 2.998 0.709
13 H -1.321 3.038 1.193
14 C -2.530 1.515 2.224
15 H -3.570 1.167 2.132
16 H -2.470 2.144 3.122
17 C -0.114 0.550 3.583
18 C 1.046 -0.451 3.557
19 H 1.916 0.008 4.049
20 H 1.340 -0.715 2.530
21 H 0.814 -1.374 4.104
22 C -2.512 -1.301 3.146
23 C -1.697 -2.553 3.503
24 H -2.393 -3.371 3.738
25 H -1.068 -2.402 4.389
26 H -1.067 -2.883 2.666
27 C -1.441 -1.731 -3.121
28 C -0.575 -2.996 -3.026
29 H -1.172 -3.852 -3.368
30 H -0.259 -3.200 -1.994
31 H 0.311 -2.948 -3.671
32 C 0.989 0.085 -2.938
33 C 2.010 -0.955 -2.467
34 H 3.011 -0.607 -2.758
35 H 1.835 -1.927 -2.949
36 H 2.000 -1.101 -1.374
37 C 0.059 -1.923 0.353
38 C -3.393 -0.809 4.300
39 H -2.810 -0.587 5.202
40 H -3.977 0.077 4.021
41 H -4.107 -1.601 4.562
42 C -1.869 -1.410 -4.558
43 H -2.472 -2.246 -4.934
44 H -2.489 -0.507 -4.608
45 H -1.013 -1.295 -5.233
46 C 1.049 0.262 -4.457
47 H 2.018 0.721 -4.708
48 H 1.011 -0.704 -4.979
49 H 0.265 0.922 -4.853
50 C -0.572 0.893 5.005
51 H -0.809 0.006 5.610
52 H 0.257 1.408 5.512
53 H -1.430 1.578 5.020
54 H 0.262 1.483 3.115
55 H 1.238 1.056 -2.462
56 H -3.181 -1.579 2.310
57 H -2.356 -1.920 -2.530
58 O 0.507 -3.011 0.500
59 H -3.578 -1.039 -0.528
60 H -3.225 -1.657 -0.267
61 C 2.780 3.168 -1.631
62 N 3.510 2.085 -1.002
63 C 4.785 1.659 -1.324
64 C 5.043 0.595 -0.529
65 N 3.922 0.387 0.270
66 C 3.781 -0.697 1.213
67 C 2.950 1.295 -0.059
68 Se 1.190 1.672 0.604
69 H 1.791 3.211 -1.148
70 H 2.637 2.954 -2.698
71 H 3.285 4.127 -1.465
72 H 5.335 2.151 -2.108
73 H 5.895 -0.068 -0.452
74 H 2.945 -1.355 0.927
75 H 4.711 -1.268 1.187
76 H 3.622 -0.325 2.237